Entry 1:
4 unconnected molecules or ions with the total composition C3H15NO3, computed with wB97M-V/def2-TZVPD.

Values from the calculation:
energy	-10987.5706	eV
HOMO level	-9.79	eV
SMILES	CCCN.O.O.O
frontier orbital gap	10.58	eV
maximum force	0.86	eV/Å
total charge	0

Each line ends with the Mulliken charge.
CARTESIAN COORDINATES (ANGSTROEM)
O -1.74 -1.28 1.23  -0.650
O -1.69 1.46 0.59  -0.623
O 0.73 -2.29 0.86  -0.796
N 1.24 0.52 0.73  -0.502
C 0.48 1.11 -1.55  -0.304
C 0.04 -0.31 -1.85  -0.860
C 1.61 1.19 -0.53  -0.787
H 0.45 1.02 1.14  0.185
H -1.05 -1.95 1.13  0.342
H 0.84 1.55 -2.48  0.343
H -0.35 1.72 -1.19  0.276
H 1.99 0.61 1.39  0.258
H 2.49 0.69 -0.91  0.401
H -1.67 0.51 0.80  0.362
H 0.92 -0.97 -2.04  0.244
H -2.54 -1.71 1.57  0.268
H -0.54 -0.36 -2.78  0.359
H -0.56 -0.78 -1.08  0.090
H 0.83 -2.54 -0.06  0.319
H -2.62 1.68 0.53  0.274
H 1.86 2.24 -0.37  0.340
H 0.94 -1.32 0.88  0.463

=====

Entry 2:
4 unconnected molecules or ions with the total composition C3H15NO3 in a non-equilibrium geometry, computed with wB97M-V/def2-TZVPD.

Values from the calculation:
energy	-10976.1710	eV
HOMO level (spin up / spin down)	-13.36 / -13.36	eV
frontier orbital gap (spin up / spin down)	9.84 / 3.75	eV
multiplicity	2
maximum force	4.90	eV/Å
total charge	+1

Each line ends with the Mulliken charge.
CARTESIAN COORDINATES (ANGSTROEM)
O -1.86 -3.79 4.49  -0.606
O -1.49 1.47 2.27  -0.635
O -1.43 -0.74 4.04  -0.631
N 2.52 0.73 -0.96  -0.115
C 1.09 1.16 -3.08  -0.318
C -0.40 1.21 -3.48  -1.222
C 1.38 0.35 -1.80  -0.431
H 1.56 2.18 -2.86  0.313
H -1.35 -4.61 4.22  0.322
H -1.21 -3.10 4.59  0.263
H -1.31 0.49 2.58  0.361
H -0.86 -1.29 4.50  0.283
H 3.32 0.15 -1.14  0.382
H -1.96 1.36 1.47  0.293
H 1.55 -0.77 -2.11  0.321
H 2.84 1.58 -1.43  0.329
H -2.26 -1.26 4.14  0.350
H -0.80 0.20 -3.71  0.314
H 1.81 0.81 -3.84  0.384
H 0.46 0.33 -1.18  0.334
H -0.68 1.96 -4.14  0.390
H -0.92 1.57 -2.57  0.318

=====

Entry 3:
5 unconnected molecules or ions with the total composition C3H15NO4 in a non-equilibrium geometry, computed with wB97M-V/def2-TZVPD.

Values from the calculation:
energy	-13033.3458	eV
HOMO level	-9.35	eV
SMILES	C=CCN.O.O.O.O
frontier orbital gap	9.35	eV
maximum force	1.04	eV/Å
total charge	0

Each line ends with the Mulliken charge.
CARTESIAN COORDINATES (ANGSTROEM)
O -1.64 2.28 0.09  -0.622
O 2.92 -1.28 -1.32  -0.629
O 0.17 0.33 -2.59  -0.614
O 1.75 1.53 -0.68  -0.628
N -2.42 -0.64 0.16  -0.583
C -0.20 -0.58 1.38  0.613
C 0.93 -1.21 1.68  -0.997
C -1.54 -1.24 1.17  -0.602
H 2.60 -0.43 -1.65  0.291
H -2.04 3.13 -0.10  0.286
H 2.25 1.66 0.13  0.294
H -2.06 -1.42 2.12  0.266
H -2.26 0.36 0.07  0.323
H 1.82 -0.63 1.89  0.190
H -0.17 0.50 1.39  -0.030
H 1.12 2.26 -0.73  0.276
H -2.18 -1.04 -0.74  0.253
H -0.94 2.35 0.75  0.278
H 0.53 0.56 -1.72  0.366
H -0.65 -0.14 -2.40  0.309
H -1.27 -2.22 0.78  0.325
H 2.25 -1.89 -1.64  0.316
H 1.03 -2.26 1.95  0.320

=====

Entry 4:
5 unconnected molecules or ions with the total composition C3H15O4S in a non-equilibrium geometry, computed with wB97M-V/def2-TZVPD.

Values from the calculation:
energy	-22381.4111	eV
HOMO level	-3.33	eV
frontier orbital gap	6.69	eV
maximum force	1.29	eV/Å
total charge	-1

Each line ends with the Mulliken charge.
CARTESIAN COORDINATES (ANGSTROEM)
S 0.47 -1.49 1.33  -0.582
O -2.31 0.84 -2.08  -0.648
O -1.62 0.64 0.80  -0.642
O -1.48 1.63 3.31  -0.723
O 0.70 2.86 1.79  -0.681
C 0.95 -0.53 -1.95  -0.907
C 1.14 -2.36 -0.14  -0.816
C 1.85 -1.45 -1.15  -0.356
H -1.76 1.21 2.45  0.393
H 1.86 -3.11 0.16  0.292
H 2.60 -0.90 -0.57  0.222
H -1.70 1.24 -2.71  0.286
H -1.01 0.90 3.72  0.319
H -2.25 0.11 0.34  0.328
H 0.27 -2.84 -0.58  0.315
H 1.01 0.48 -1.53  0.179
H 1.27 -0.45 -2.99  0.362
H -0.84 -0.01 0.96  0.029
H -0.11 -0.74 -1.81  0.300
H -2.23 1.43 -1.32  0.319
H 0.66 2.10 1.21  0.311
H 0.11 2.62 2.52  0.388
H 2.42 -2.17 -1.76  0.310

=====

Entry 5:
5 unconnected molecules or ions with the total composition C3H15O5S in a non-equilibrium geometry, computed with wB97M-V/def2-TZVPD.

Values from the calculation:
energy	-24427.7262	eV
HOMO level	-3.52	eV
frontier orbital gap	6.94	eV
maximum force	2.07	eV/Å
total charge	-1

Each line ends with the Mulliken charge.
CARTESIAN COORDINATES (ANGSTROEM)
S 2.50 1.12 0.60  -0.548
O -1.37 -2.20 2.07  -0.719
O 1.64 -2.01 -0.01  -0.810
O 1.32 -1.03 -2.61  -0.727
O -0.43 1.15 -2.50  -0.677
O -2.47 0.89 -0.42  -0.579
C -1.68 0.60 0.76  -0.206
C -0.34 1.38 0.67  0.243
C 0.88 0.83 1.44  -0.641
H -1.83 1.25 -1.13  0.398
H -2.35 0.99 1.56  0.186
H 1.63 -0.20 -2.95  0.308
H -0.62 2.40 0.91  0.302
H 1.48 -1.39 0.72  0.297
H 0.73 -0.25 1.68  0.024
H -1.33 -2.88 1.39  0.307
H -1.52 -0.48 0.79  0.371
H 1.34 -1.11 -1.64  0.461
H 0.31 1.04 -1.90  0.162
H -0.56 0.44 -3.14  0.323
H 0.92 1.29 2.42  0.322
H -0.20 1.45 -0.41  -0.485
H 2.55 -1.66 -0.17  0.303
H -0.61 -1.63 1.88  0.382